14
Properties=species:S:1:pos:R:3:forces:R:3:lowdin_charge:R:1 method="wB97M-V/def2-TZVPD" de_lowest_kj_mol=249.56 orbital_gap_ev=6.8 smiles=N[C@@H](C[O-])CO charge=-1 energy_ev=-8825.206
C -0.678 -0.382 1.280 -1.7 0.1 0.2 -0.51
O -1.350 -1.489 0.875 1.1 -0.2 -0.1 -0.36
C 0.019 0.374 0.133 -0.5 2.1 -0.1 -0.41
C 1.307 -0.232 -0.343 -0.5 -1.4 -0.8 -0.26
O 1.677 0.213 -1.654 0.7 0.1 0.4 -0.11
N -0.996 0.518 -0.995 1.5 -1.3 0.7 0.01
H 0.031 -0.439 2.136 0.3 -0.5 0.0 0.08
H -1.484 0.316 1.672 0.6 0.5 0.0 0.08
H 0.290 1.419 0.414 -0.3 -0.3 0.3 0.12
H 2.120 -0.038 0.357 0.0 0.0 0.1 0.11
H 1.124 -1.318 -0.416 0.3 0.1 0.2 0.12
H 0.945 0.761 -1.926 -0.6 0.3 -0.3 0.03
H -1.179 -0.499 -1.049 -0.5 0.2 -0.5 0.06
H -1.823 0.796 -0.483 -0.3 0.4 0.0 0.04

14
Properties=species:S:1:pos:R:3:forces:R:3:lowdin_charge:R:1 method="wB97M-V/def2-TZVPD" de_lowest_kj_mol=167.53 orbital_gap_ev=10.5 charge=+1 energy_ev=-8818.216
O -0.059 -1.390 1.067 0.9 -0.5 0.2 0.04
C -0.328 -1.294 2.236 -2.0 1.2 -0.9 -0.35
O 0.281 -0.434 3.058 0.1 -0.3 -0.4 0.11
H -1.315 -1.673 2.567 0.6 -0.4 0.5 0.16
H -0.366 -0.171 3.720 0.1 -0.1 0.6 0.12
C -0.401 0.514 -2.369 -0.1 1.2 0.4 0.01
C 0.608 0.696 -0.140 0.8 -1.1 -0.6 0.14
N 0.705 0.539 -1.407 -0.2 -0.1 0.3 0.00
H -0.181 1.205 -3.188 0.0 -0.2 0.1 0.11
H -1.256 0.927 -1.806 0.0 -0.7 -0.6 0.11
H -0.485 -0.500 -2.756 -0.4 0.1 0.2 0.11
H -0.302 0.942 0.381 -0.2 0.3 -0.3 0.12
H 1.486 0.381 0.400 0.1 0.7 0.5 0.12
H 1.612 0.258 -1.764 0.0 0.0 0.0 0.18